Molecular formula: C42H84O28S5
Method: DFT, ωB97M-V/def2-TZVPD

Geometry as XYZ:
```
159
Properties=species:S:1:pos:R:3:forces:R:3:mulliken_charge:R:1
C 4.38878 -4.10677 3.20546 0.434 1.601 0.282 0.066
C 4.63671 -5.54858 3.03844 0.941 -1.351 -2.116 -0.490
C 4.62713 -5.70900 1.47919 -0.285 -0.738 0.303 -0.588
O 3.63721 -4.77661 1.06746 -0.235 0.156 0.023 -0.422
C 3.84629 -3.58667 1.84973 -1.119 -0.859 0.751 0.229
H 5.29610 -3.52455 3.36639 0.092 -0.178 0.600 -0.193
H 3.73000 -4.06853 4.07302 -0.188 1.085 -0.204 0.207
H 3.77098 -6.12511 3.36437 0.121 -0.070 0.164 0.201
H 5.53674 -5.92724 3.52285 -0.044 -0.015 -0.011 0.387
H 4.37937 -6.74648 1.25478 -0.873 0.062 -0.209 0.325
H 5.48801 -5.59165 0.82101 0.865 0.639 0.759 0.281
H 2.89485 -3.08897 2.03725 -0.208 -0.104 -0.453 -0.164
H 4.47695 -2.86610 1.32901 0.411 -0.192 0.102 0.164
C 1.85948 7.63273 -0.71437 -0.632 0.117 -3.061 -0.633
C 2.05023 7.44759 0.72978 0.820 0.466 1.518 -0.417
C 2.01294 5.94966 0.94591 -0.476 -0.216 0.127 -0.498
O 2.51169 5.45144 -0.25816 0.341 -0.995 -1.110 -0.348
C 1.93949 6.22089 -1.33514 0.104 0.227 1.818 0.088
H 2.54068 8.21792 -1.33212 0.264 0.612 0.861 0.298
H 0.86038 8.01895 -0.91621 0.000 0.198 -0.091 0.199
H 1.30834 8.02493 1.28148 0.275 -0.104 0.331 0.360
H 3.06861 7.71606 1.01068 -0.132 0.493 0.230 0.178
H 1.02605 5.52016 1.11817 -0.518 0.218 0.075 0.204
H 2.62755 5.62878 1.78697 0.221 -0.063 -0.195 0.382
H 0.88788 5.98673 -1.50060 0.072 -1.000 -0.509 -0.257
H 2.60711 6.11205 -2.18986 -0.399 -0.025 -0.019 0.458
C -3.40405 6.41401 -1.79534 -1.052 0.209 0.339 -0.529
C -3.06396 4.97625 -1.51096 0.534 -0.555 3.359 -0.357
C -2.45679 4.39919 -2.71428 -0.972 -2.647 -0.854 0.444
O -2.42207 5.36092 -3.65912 -0.124 1.327 -2.976 -0.379
C -2.74807 6.59120 -3.12893 1.694 2.440 -0.011 -0.536
H -2.97276 7.04320 -1.01675 0.014 0.175 -0.240 0.268
H -4.47228 6.63075 -1.79305 -0.072 -0.202 -0.195 0.233
H -3.84113 4.34243 -1.08391 -0.368 0.226 -0.345 0.375
H -2.33012 4.98000 -0.70501 0.234 -0.019 0.150 0.120
H -3.17661 3.68448 -3.11322 0.270 -0.890 0.090 0.154
H -1.47955 3.91923 -2.66194 0.152 -0.070 0.609 -0.334
H -3.20843 7.28092 -3.83635 -0.585 -0.556 -0.195 0.393
H -1.78714 7.07606 -2.95683 0.354 0.469 0.246 0.201
C 1.71936 2.50644 5.16843 -0.727 2.730 1.621 -0.790
C 0.32672 1.98630 5.43727 -1.636 0.850 -0.506 -0.138
C 0.52387 0.54364 5.54277 0.228 -2.271 0.106 -0.129
O 1.64783 0.30646 4.71562 -0.832 -2.732 -1.052 -0.398
C 2.46034 1.40318 4.54648 0.227 0.308 0.859 0.256
H 2.18112 2.78891 6.11453 0.002 0.213 0.077 0.292
H 1.68947 3.39529 4.53823 0.038 0.123 0.114 0.244
H -0.30288 2.10982 4.55611 -0.008 0.373 -0.255 -0.060
H -0.26048 2.40847 6.25279 0.438 0.232 0.184 0.452
H -0.26398 -0.12399 5.19399 -0.321 0.388 -0.541 -0.108
H 0.65451 0.11545 6.53660 0.697 0.473 0.577 0.335
H 2.59373 1.73362 3.51637 0.788 -1.095 -0.146 -0.204
H 3.30066 1.17799 5.20316 1.061 0.385 -1.042 0.433
C -0.75820 -5.11039 4.77542 1.259 0.465 1.245 -0.835
C -0.57227 -4.78417 3.30948 -1.212 0.419 -0.878 0.274
C -0.32871 -3.28381 3.30698 1.227 1.935 -0.297 0.030
O -0.50782 -2.74924 4.65670 -0.279 -0.947 -1.115 -0.278
C -0.10330 -3.84344 5.44985 -0.513 -0.734 0.232 -0.398
H -0.18661 -5.98878 5.07513 -0.208 -0.152 0.046 0.322
H -1.80278 -5.23819 5.05933 0.077 0.106 -0.027 0.295
H -1.49986 -4.96149 2.76521 -0.167 -0.127 0.026 -0.161
H 0.15717 -5.34176 2.72202 0.381 0.038 0.560 0.385
H -0.82716 -2.68020 2.54850 -1.143 -0.135 0.419 0.109
H 0.67029 -2.96536 3.00917 0.740 -0.709 0.268 -0.225
H -0.31568 -3.63293 6.49802 -0.593 -0.135 -0.065 0.377
H 0.97826 -3.97878 5.44666 0.399 0.062 -0.430 0.172
C -0.40476 -6.12411 -1.09455 -0.662 -1.380 -0.288 -0.797
C -0.56439 -4.86932 -0.30771 0.730 1.615 -0.190 1.050
C -0.41694 -3.78244 -1.40331 -1.327 0.528 -0.177 -0.017
O -0.58201 -4.43145 -2.63832 -0.678 -1.117 -1.481 -0.451
C -1.00529 -5.80786 -2.48278 1.646 0.712 0.394 -0.520
H -0.93200 -6.94106 -0.60188 0.115 -0.240 -0.085 0.368
H 0.66192 -6.34800 -1.10670 -0.051 -0.231 -0.497 0.323
H 0.22597 -4.79546 0.43926 -0.222 0.102 0.186 -0.184
H -1.55300 -4.72743 0.12889 0.101 -0.271 0.168 -0.401
H 0.46071 -3.15914 -1.57454 0.400 -0.219 0.950 0.206
H -1.27952 -3.12018 -1.32936 0.087 0.461 0.355 -0.129
H -0.54672 -6.30445 -3.33788 0.146 -0.376 0.238 0.384
H -2.07388 -6.00535 -2.56769 -0.271 0.559 0.339 0.138
C -0.84480 1.66437 -0.23625 0.189 0.330 -0.304 0.655
C 0.56292 2.03283 0.16215 1.118 1.469 0.461 0.591
C 0.94485 1.10606 1.22775 -0.174 -2.149 1.621 0.327
O 0.34592 -0.11354 0.75960 0.970 -0.479 0.359 -0.527
C -0.78184 0.16988 -0.05879 0.197 -0.457 0.467 0.371
H -1.03218 1.95419 -1.27017 -0.327 -0.015 0.051 -0.554
H -1.61778 2.07249 0.41492 0.178 0.390 0.007 0.298
H 0.77317 3.05623 0.47288 -0.184 0.238 -0.444 -0.120
H 1.35509 1.68033 -0.49840 -0.498 0.750 -1.355 -0.097
H 0.64195 1.23759 2.26653 -0.615 0.608 0.119 -0.549
H 2.02020 0.95350 1.31958 0.135 -0.057 -0.299 -0.151
H -1.60752 -0.20945 0.54326 -0.556 -0.238 -0.882 -0.461
H -0.60371 -0.29774 -1.02714 -0.479 -0.498 0.109 0.029
C -5.20703 1.04793 3.55391 0.932 0.654 1.337 -0.551
C -3.72276 0.73568 3.84141 0.309 -1.452 0.343 -0.598
C -3.53608 -0.56905 3.01149 0.640 1.100 -0.209 0.356
O -4.59672 -0.55702 2.05273 -0.534 0.491 -0.251 -0.304
C -5.19474 0.77945 2.10195 0.238 -0.716 -1.031 -0.330
H -5.39443 2.06797 3.88933 -0.456 0.000 -0.294 0.363
H -5.86049 0.33427 4.05569 -0.027 0.135 0.160 0.264
H -3.41679 0.53789 4.86872 -0.491 0.081 0.220 0.396
H -3.02722 1.50680 3.51020 -0.333 0.209 -0.337 0.125
H -3.49271 -1.46820 3.62609 -0.616 -0.111 -0.031 0.271
H -2.58603 -0.54721 2.47762 0.176 0.019 -0.094 -0.321
H -6.11445 0.80282 1.51741 -0.216 -0.498 0.405 0.364
H -4.56507 1.52153 1.61109 0.440 -0.041 -0.201 0.018
C -1.29671 3.26661 -6.17823 -0.955 0.206 1.183 -0.140
C -2.01772 1.97754 -6.44269 -1.256 -0.917 1.957 0.332
O -2.29368 1.90478 -7.87309 0.657 0.349 0.915 -0.380
S -1.18138 2.74368 -8.64787 0.842 0.892 -3.241 1.095
O -1.82496 3.82122 -9.46291 1.678 -3.032 2.556 -0.582
O -0.22385 1.83626 -9.32512 -2.331 2.404 2.009 -0.539
O -0.50298 3.36103 -7.29648 1.204 0.848 -2.963 -0.291
H -0.61758 3.41587 -5.33882 -0.042 -1.085 0.154 0.058
H -2.03555 4.03477 -5.94988 -0.042 0.690 -1.114 0.313
H -2.96357 1.98694 -5.90104 -0.258 -0.034 -0.464 0.338
H -1.50781 1.12047 -6.00277 0.405 -0.306 -0.950 -0.267
C 2.67350 1.38749 -3.46233 1.044 -0.845 3.514 -0.385
C 1.33389 2.02203 -3.62988 0.593 0.908 0.455 0.779
O 1.56440 2.68911 -4.86188 -1.365 0.566 -2.097 -0.415
S 2.30434 1.73288 -5.90594 -0.380 -1.162 -1.131 1.065
O 2.91628 2.51481 -6.97598 -0.684 -1.442 2.978 -0.584
O 1.46498 0.59790 -6.30403 1.261 1.973 0.960 -0.489
O 3.27969 1.18824 -4.67004 0.567 -0.119 -3.809 -0.423
H 2.63310 0.45758 -2.89512 -0.326 -0.396 -0.326 0.318
H 3.36171 1.96747 -2.84743 -0.114 0.602 -0.096 0.332
H 1.22397 2.87081 -2.95491 -0.348 -0.430 0.346 0.082
H 0.52517 1.29463 -3.55952 -0.303 0.270 -0.648 -0.234
C -6.26546 -3.46513 0.61859 1.724 -1.804 0.488 -0.035
C -4.95437 -4.27405 1.12102 -1.836 -1.229 -0.761 -0.323
O -4.19987 -4.60782 -0.05033 0.319 0.412 -1.754 -0.222
S -5.14443 -4.68914 -1.39544 -0.236 -0.924 -0.425 1.104
O -5.91792 -5.95435 -1.41760 1.784 2.984 0.312 -0.636
O -4.36635 -4.35576 -2.62017 -2.293 -0.357 3.914 -0.406
O -6.14220 -3.48350 -0.80891 0.785 0.033 -1.419 -0.393
H -6.24923 -2.50178 1.12829 -0.067 0.401 -1.007 0.094
H -7.17913 -4.01633 0.84102 0.154 0.032 0.307 0.267
H -5.26546 -5.27318 1.42610 -0.267 0.258 0.843 0.320
H -4.34039 -3.80342 1.88889 0.049 0.246 -0.528 0.179
C 7.59163 -1.24052 2.72171 0.202 -0.838 -0.606 -0.401
C 8.17301 0.10857 3.10658 0.877 0.274 1.175 -0.339
O 7.20331 1.08744 2.81989 -2.071 0.759 -0.614 -0.370
S 5.94723 0.46300 1.90948 1.490 0.571 0.658 0.891
O 6.45013 0.41742 0.55613 -1.117 -0.046 1.217 -0.595
O 4.67028 1.09578 2.24076 2.979 -1.829 -0.425 -0.268
O 6.19491 -1.00219 2.60816 -1.875 0.821 -0.685 -0.145
H 7.68867 -1.97862 3.51788 0.048 0.181 0.025 0.302
H 7.94783 -1.71256 1.80606 0.141 0.365 -0.155 0.306
H 9.13345 0.50132 2.77281 -0.042 -0.733 -1.012 0.314
H 8.36509 0.04007 4.17733 -0.613 0.463 0.357 0.234
C -0.44435 -2.01351 -4.79390 0.100 0.753 -0.129 -0.288
C -1.75874 -2.56578 -5.39927 0.418 0.480 2.265 -0.248
O -2.67233 -1.48494 -5.12469 -0.969 1.896 0.755 -0.384
S -2.43436 -0.82918 -3.60214 1.297 -1.039 -0.602 0.673
O -2.99272 -1.66439 -2.58707 0.331 0.026 -0.723 -0.181
O -2.76628 0.57758 -3.48140 0.895 -1.541 -1.277 -0.443
O -0.78839 -1.07558 -3.69866 -1.973 -0.114 0.313 -0.174
H 0.07534 -1.30958 -5.44390 0.057 -0.566 -0.547 0.219
H 0.22202 -2.79118 -4.42069 -0.240 0.113 0.188 0.348
H -2.16895 -3.38085 -4.80304 0.481 -0.434 -0.155 0.090
H -1.67994 -2.84588 -6.44971 -0.265 0.608 0.052 0.370
```
Forces are in eV/Å.

Energy ... -5747.87201 Eh